C26H20F3IrO3P2S3 as an isolated structure at a distorted geometry, computed with ωB97M-V/def2-TZVPD.

Expectation value of S²   1.027
Total charge   +1
Multiplicity   2
Relative energy (zero: lowest compared OMol25 entry of this formula, charge and spin)   1.820 eV

Last column: Löwdin charge in e.
Geometry (Å):
Ir 0.3180 -3.0509 -0.7070  0.975
S 2.6004 -2.0415 0.2075  0.467
P 1.5767 -0.2838 0.1821  0.536
C 0.0669 -0.9947 -0.3573  -0.665
P -1.5951 -0.6314 0.0561  0.526
S -2.2184 -2.5620 0.0184  0.449
C -1.8514 0.1595 1.6522  -0.351
C -2.1835 -0.6184 2.7576  -0.081
C -2.3965 -0.0011 3.9795  -0.052
C -2.2738 1.3763 4.0922  -0.049
C -1.9257 2.1470 2.9906  -0.062
C -1.7075 1.5423 1.7657  -0.107
C -2.3979 0.3627 -1.2188  -0.338
C -3.4298 1.2449 -0.9100  -0.075
C -4.0008 2.0007 -1.9216  -0.054
C -3.5474 1.8754 -3.2271  -0.050
C -2.5392 0.9705 -3.5364  -0.054
C -1.9688 0.2052 -2.5360  -0.086
C 2.2655 0.7727 -1.1069  -0.346
C 3.3403 1.6186 -0.8454  -0.078
C 3.9300 2.3027 -1.8956  -0.055
C 3.4573 2.1392 -3.1902  -0.052
C 2.3835 1.2971 -3.4461  -0.053
C 1.7895 0.6044 -2.4062  -0.080
C 1.6662 0.5239 1.7905  -0.351
C 1.5679 1.9085 1.9125  -0.102
C 1.6786 2.4879 3.1648  -0.064
C 1.8791 1.6929 4.2849  -0.050
C 1.9590 0.3123 4.1628  -0.051
C 1.8480 -0.2791 2.9161  -0.088
H -2.2915 -1.6896 2.6464  0.079
H -2.6721 -0.5953 4.8398  0.116
H -2.4600 1.8554 5.0441  0.116
H -1.8380 3.2212 3.0830  0.116
H -1.4448 2.1306 0.8948  0.115
H -3.7841 1.3365 0.1080  0.110
H -4.8031 2.6878 -1.6895  0.115
H -3.9934 2.4721 -4.0110  0.115
H -2.2033 0.8615 -4.5587  0.114
H -1.2006 -0.5241 -2.7618  0.092
H 3.7080 1.7333 0.1665  0.112
H 4.7653 2.9621 -1.7047  0.115
H 3.9350 2.6618 -4.0076  0.115
H 2.0145 1.1748 -4.4552  0.114
H 0.9662 -0.0741 -2.5817  0.076
H 1.4204 2.5246 1.0339  0.113
H 1.6148 3.5625 3.2705  0.115
H 1.9757 2.1507 5.2602  0.115
H 2.1158 -0.3048 5.0368  0.116
H 1.9202 -1.3523 2.8000  0.081
F -0.0499 -4.1544 -3.1728  0.051
C 0.2975 -5.4635 -3.0006  -0.656
F 1.3415 -5.6879 -3.7717  0.179
F -0.7249 -6.1903 -3.3893  0.187
S 0.7265 -5.6502 -1.1818  0.532
O 1.7990 -4.6388 -1.0641  -0.427
O 1.0532 -6.9983 -0.9286  -0.177
O -0.4786 -5.0931 -0.5337  -0.408

---

A 10-piece molecular cluster, C44H103F6N12O20P3S2 overall at a distorted geometry, computed with ωB97M-V/def2-TZVPD.

Multiplicity   1

Last column: Löwdin charge in e.
Geometry (Å):
C -1.5656 -0.4237 -0.8097  -0.031
C -0.8432 0.6719 -0.0260  -0.264
C 0.6543 0.5185 -0.0364  -0.203
O 1.2174 1.4415 0.8323  -0.173
C 2.6222 1.3333 1.0074  -0.062
N -1.2041 1.9840 -0.6689  0.232
H -0.7082 2.0936 -1.5716  0.100
H -2.2038 2.1493 -0.7967  0.097
H -0.8227 2.8014 -0.1621  0.118
H -1.1556 -1.4222 -0.6682  0.054
H -1.5907 -0.3440 -1.8992  0.053
H -2.6285 -0.3246 -0.5703  0.086
H -1.2503 0.6986 0.9810  0.122
H 1.1311 0.5417 -1.0252  0.113
H 0.8406 -0.5105 0.3211  0.115
H 2.8854 0.2924 1.2200  0.056
H 2.9524 1.9981 1.7908  0.082
H 3.0539 1.5291 0.0186  0.085
C -4.2700 2.9712 -3.7805  -0.702
F -4.9407 3.4666 -4.7998  0.169
F -4.5420 1.6805 -3.6931  0.132
F -2.9818 3.1340 -4.0094  0.140
S -4.7978 3.8797 -2.2188  0.662
O -4.1819 5.1867 -2.3469  -0.287
O -6.2403 3.8654 -2.2505  -0.274
N -4.1782 2.8460 -0.9834  -0.318
S -4.6269 3.6538 0.3126  0.544
O -3.8979 4.8645 0.5932  -0.279
O -6.0505 3.6957 0.5056  -0.273
C -4.0430 2.4432 1.6284  -0.667
F -4.3690 1.1865 1.3189  0.124
F -2.7003 2.4655 1.7218  0.081
F -4.5606 2.7581 2.7966  0.167
N -5.8603 0.4593 -1.2768  0.017
C -7.1566 0.4597 -0.8817  -0.117
C -7.6856 -0.8247 -1.0752  -0.087
C -6.6782 -1.5163 -1.7608  -0.150
C -5.5347 -0.7497 -1.8398  -0.139
H -5.2821 1.3025 -1.2548  0.064
H -7.5733 1.3469 -0.4325  0.111
H -8.6784 -1.0627 -0.7370  0.084
H -6.7704 -2.5087 -2.1828  0.097
H -4.5800 -0.9897 -2.2766  0.084
O 0.9830 -1.4307 3.4680  -0.275
P -0.0801 -0.8721 4.3184  0.546
N -0.4275 -1.8248 5.6489  -0.306
C -1.5181 -1.6639 6.6240  -0.075
C 0.3468 -3.0307 5.8896  -0.127
N -1.5891 -0.5805 3.6867  -0.276
C -2.0713 -1.4521 2.5937  -0.091
C -2.5105 0.4912 4.0523  -0.102
N 0.2386 0.6399 5.0207  -0.296
C 0.3506 1.8716 4.2367  -0.090
C 1.0619 0.7141 6.2248  -0.109
H -1.5421 -2.5382 7.2628  0.081
H -2.4765 -1.5797 6.1058  0.074
H -1.3555 -0.7133 7.1342  0.077
H 1.1776 -3.2140 5.2098  0.046
H -0.3200 -3.8990 5.8596  0.084
H 0.8403 -3.0165 6.8723  0.084
H -2.7217 -0.8920 1.9186  0.063
H -1.2309 -1.9147 2.0840  0.055
H -2.7805 -2.1621 3.0337  0.090
H -3.5096 0.2427 3.6864  0.086
H -2.5446 0.6265 5.1296  0.081
H -2.3059 1.4284 3.5306  0.046
H 1.3768 1.9421 3.8829  0.083
H -0.3869 1.8733 3.4342  0.055
H 0.0016 2.7141 4.8390  0.093
H 1.0129 -0.2358 6.7557  0.068
H 0.8071 1.5631 6.8580  0.084
H 2.1120 0.8439 5.9274  0.077
O 2.1052 -4.2401 -1.4241  -0.287
P 2.1353 -4.5531 0.0274  0.549
N 2.5717 -6.1148 0.4440  -0.315
C 3.8529 -6.6400 -0.0171  -0.121
C 1.6892 -7.1145 1.0420  -0.097
N 0.6687 -4.2524 0.7838  -0.263
C -0.4900 -3.8623 0.0034  -0.122
C 0.4057 -4.3002 2.2302  -0.082
N 3.2167 -3.5704 0.8856  -0.275
C 3.8943 -3.9580 2.1053  -0.111
C 3.1483 -2.1213 0.6387  -0.093
H 3.7474 -7.2933 -0.8838  0.087
H 4.3740 -7.1435 0.8016  0.081
H 4.4991 -5.7910 -0.2543  0.078
H 1.4572 -6.9209 2.0922  0.061
H 2.1847 -8.0831 1.0682  0.082
H 0.7768 -7.1583 0.4457  0.087
H -1.2805 -4.6298 0.0055  0.087
H -0.9801 -2.9651 0.3899  0.027
H -0.2581 -3.8038 -1.0610  0.075
H -0.6533 -4.4377 2.4396  0.089
H 0.9632 -5.1528 2.6120  0.055
H 0.7227 -3.3568 2.6834  0.040
H 3.2847 -3.7537 2.9952  0.065
H 4.0300 -5.0407 2.0906  0.073
H 4.8676 -3.4714 2.1843  0.087
H 2.2653 -1.6662 1.0977  0.049
H 2.9961 -1.9789 -0.4343  0.073
H 4.0923 -1.6944 0.9653  0.075
O -0.3646 1.3687 -3.2878  -0.270
P 0.0721 0.4775 -4.3927  0.571
N 1.2044 -0.6790 -3.9572  -0.273
C 2.5432 -0.2206 -3.5852  -0.090
C 0.7547 -1.7918 -3.1262  -0.120
N 0.8291 1.2846 -5.6532  -0.292
C 1.4957 0.6358 -6.7731  -0.110
C 1.0278 2.7183 -5.5565  -0.090
N -1.1669 -0.3810 -5.0838  -0.273
C -2.5365 0.0248 -4.7429  -0.100
C -1.0671 -1.3007 -6.1926  -0.120
H 2.4515 0.3763 -2.6728  0.062
H 2.9667 0.3584 -4.4094  0.068
H 3.2345 -1.0545 -3.4661  0.095
H 1.0476 -1.5797 -2.0883  0.067
H 1.1897 -2.7689 -3.3343  0.076
H -0.3352 -1.8196 -3.1120  0.050
H 1.3480 -0.4353 -6.7806  0.060
H 1.1793 1.0839 -7.7171  0.086
H 2.5733 0.8215 -6.6866  0.080
H 1.9766 2.9702 -5.0581  0.081
H 1.0269 3.1889 -6.5389  0.090
H 0.2983 3.1662 -4.8827  0.064
H -2.9086 0.7717 -5.4523  0.088
H -3.2106 -0.8266 -4.8663  0.084
H -2.5948 0.3405 -3.7066  0.050
H -1.0459 -0.7521 -7.1402  0.090
H -1.8667 -2.0406 -6.1852  0.064
H -0.1396 -1.8716 -6.1031  0.083
C 4.1598 -2.2476 4.9465  -0.051
C 4.4235 -1.2452 3.8256  -0.215
O 5.6758 -0.6041 4.0424  0.046
C 6.0926 0.2967 3.1634  -0.623
O 5.4225 0.6840 2.2439  0.123
O 7.3414 0.5844 3.4138  0.031
C 7.9629 1.5421 2.5825  -0.043
H 3.2246 -2.7726 4.7513  0.037
H 3.9928 -1.6779 5.8610  0.084
H 4.9459 -3.0003 4.9259  0.088
H 3.6199 -0.5107 3.8370  0.119
H 4.5393 -1.8423 2.9193  0.065
H 8.9721 1.7866 2.8855  0.095
H 7.3592 2.4448 2.4491  0.095
H 7.9577 1.1720 1.5499  0.098
C 4.0110 5.1664 0.9325  -0.043
C 2.5403 5.1130 0.5438  -0.213
O 1.7498 5.1549 1.7223  0.044
C 0.4314 4.9962 1.6249  -0.590
O -0.1688 4.4875 0.7229  0.124
O -0.0817 5.5483 2.7113  0.024
C -1.5078 5.5451 2.8009  -0.023
H 4.2831 4.2067 1.3731  0.070
H 4.1813 5.9282 1.6946  0.083
H 4.6252 5.4435 0.0785  0.079
H 2.2418 4.2063 0.0085  0.099
H 2.3082 5.9418 -0.1359  0.137
H -1.8469 5.7618 3.8095  0.098
H -1.8977 4.5742 2.5037  0.064
H -1.9577 6.2849 2.1408  0.101
C -0.5737 6.6636 -3.2455  -0.045
C -0.0604 5.3478 -2.7548  -0.209
O 1.3317 5.1856 -3.0715  0.048
C 1.9470 4.1197 -2.6124  -0.658
O 1.4116 3.1445 -2.1585  0.110
O 3.2503 4.2697 -2.8020  0.011
C 4.1317 3.2396 -2.4252  -0.040
H 0.1274 7.4717 -3.0562  0.085
H -1.5519 6.8218 -2.7940  0.083
H -0.8114 6.5436 -4.3072  0.084
H -0.6436 4.5051 -3.1361  0.114
H -0.1254 5.2938 -1.6617  0.113
H 3.9482 2.2815 -2.9170  0.081
H 4.0503 3.0516 -1.3534  0.075
H 5.1630 3.4996 -2.6469  0.100
C -3.6814 -3.3866 0.4362  -0.057
C -4.5467 -3.7411 -0.7912  -0.169
O -3.7581 -4.3627 -1.8026  0.056
C -3.0276 -3.6598 -2.6440  -0.598
O -2.9218 -2.4601 -2.6777  0.105
O -2.4615 -4.4877 -3.5063  0.029
C -1.5757 -3.8910 -4.4509  -0.025
H -4.1252 -2.6861 1.1458  0.073
H -2.7287 -2.9449 0.1486  0.026
H -3.5141 -4.2718 1.0560  0.082
H -4.9886 -2.7882 -1.0836  0.058
H -5.3038 -4.4590 -0.4995  0.129
H -1.9482 -2.9817 -4.9174  0.042
H -1.3491 -4.6207 -5.2214  0.108
H -0.6780 -3.6365 -3.8850  0.073

---

A 3-piece molecular cluster, C20H23F13O6S overall at a distorted geometry, computed with ωB97M-V/def2-TZVPD.

Multiplicity   1

Last column: Löwdin charge in e.
Geometry (Å):
O 1.9036 -0.9238 0.5213  0.093
C 1.1733 -0.1714 -0.0937  -0.347
C 1.3131 0.0140 -1.5664  0.010
C 1.0507 1.2068 -2.1018  0.023
C 0.5989 2.2843 -1.1813  -0.334
O 0.8508 3.4584 -1.3803  0.108
C -0.1973 1.8114 -0.0111  -0.140
C -1.3174 2.6536 0.5400  -0.103
C -2.1416 3.4030 -0.5119  -0.054
C -3.1450 2.5249 -1.2423  -0.434
F -2.6357 1.2953 -1.4810  0.136
F -3.3839 3.0987 -2.4511  0.118
C -4.4969 2.4535 -0.4774  -0.345
F -4.3203 2.4854 0.8547  0.156
F -5.1671 3.5810 -0.8033  0.150
C -5.4377 1.2602 -0.9115  -0.371
F -5.2155 1.0371 -2.2164  0.153
F -6.7068 1.6805 -0.7808  0.158
C -5.2208 0.0123 -0.0115  -0.404
F -5.9001 0.2502 1.1310  0.129
F -3.9334 -0.1421 0.3367  0.134
S -5.8501 -1.6370 -0.7279  0.768
F -6.9114 -1.8287 0.4333  -0.128
F -4.8100 -2.4324 0.1712  -0.130
F -4.7818 -1.5259 -1.8800  -0.112
F -6.9488 -0.8922 -1.5782  -0.111
F -6.3216 -3.0042 -1.3509  -0.110
C 0.0722 0.6155 0.5325  0.073
H 1.6196 -0.8023 -2.1941  0.109
H 1.1419 1.4116 -3.1547  0.122
H -0.8472 3.4205 1.1596  0.135
H -1.9240 2.0747 1.2264  0.117
H -1.4799 3.8225 -1.2617  0.120
H -2.6537 4.2365 -0.0424  0.134
H -0.5161 0.2418 1.3760  0.100
O -0.5725 -0.9788 2.9361  0.085
C -0.2617 -2.0708 3.3402  -0.501
O -0.3748 -2.3171 4.6552  0.007
C -0.1983 -3.6146 5.2286  -0.236
C 1.2613 -3.9220 5.4905  -0.064
C 0.3093 -3.1301 2.4333  0.017
H -0.6798 -4.3760 4.6135  0.113
H -0.7419 -3.5853 6.1713  0.122
H 1.8416 -3.9386 4.5680  0.068
H 1.3645 -4.8906 5.9806  0.081
H 1.6966 -3.1562 6.1323  0.084
H 1.3704 -2.9362 2.2985  0.091
H -0.1836 -3.0580 1.4678  0.093
H 0.1676 -4.1464 2.7952  0.070
O 3.5889 0.0392 -3.0962  0.092
C 4.7716 0.1333 -2.9053  -0.505
O 5.1981 0.8940 -1.8856  0.011
C 6.5613 0.9483 -1.4583  -0.233
C 7.3705 1.9330 -2.2768  -0.064
C 5.7769 -0.5207 -3.8243  0.016
H 7.0027 -0.0495 -1.4513  0.114
H 6.5214 1.2788 -0.4221  0.124
H 7.4150 1.6447 -3.3272  0.067
H 8.3893 1.9994 -1.8944  0.082
H 6.9141 2.9217 -2.2322  0.085
H 5.9188 0.1181 -4.6951  0.097
H 5.3708 -1.4755 -4.1484  0.091
H 6.7424 -0.7180 -3.3648  0.069

---

C35H62N4O8S3 as an isolated structure at a distorted geometry, computed with ωB97M-V/def2-TZVPD.

Multiplicity   1

Last column: Löwdin charge in e.
Geometry (Å):
C -0.6517 6.8972 1.8172  -0.123
C -0.1630 5.9798 0.6700  -0.260
C -0.8167 4.5594 0.6710  -0.229
C -2.3741 4.6342 0.8417  -0.197
C -3.1812 3.7271 -0.1187  -0.183
C -3.6467 2.3308 0.4317  -0.193
C -4.0278 2.2906 1.9341  -0.193
C -3.0311 1.6160 2.9334  -0.194
C -1.6213 1.2505 2.4004  -0.185
C -1.7158 -0.1717 1.7665  -0.165
C -0.4805 -0.6509 1.0142  -0.167
C -0.0805 -1.9629 1.0888  -0.438
S -0.9643 -3.1509 2.1168  0.821
C 1.0922 -2.4608 0.3316  -0.172
C 1.4959 -3.9454 0.3870  -0.212
C 1.1414 -4.5821 -0.9978  -0.410
S -0.6620 -4.9384 -1.1135  0.975
C -1.3488 -3.6576 -2.0835  -0.645
N -1.2939 -3.4972 -3.3874  0.028
N -1.9303 -2.3766 -3.7430  0.030
C -2.4103 -1.8238 -2.6516  -0.151
O -2.0444 -2.5823 -1.6224  -0.004
C 1.8702 -1.6510 -0.4563  -0.121
C 3.0988 -2.1242 -1.2418  -0.125
C 3.0032 -1.8877 -2.7869  -0.156
C 3.8304 -0.7001 -3.3143  -0.257
O 5.0585 -1.1667 -3.9152  -0.101
C 1.5064 -0.2597 -0.5809  -0.290
N 2.0955 0.6890 -1.2764  -0.204
S 1.2210 2.0530 -1.0674  1.035
N 0.0969 1.4652 -0.0845  -0.227
C 0.3204 0.1793 0.1651  -0.254
H -0.7433 6.3946 2.7894  0.077
H -1.5851 7.4023 1.5182  0.065
H 0.0917 7.7045 1.9406  0.067
H 0.9222 5.8292 0.8271  0.098
H -0.2639 6.4386 -0.3280  0.107
H -0.6313 4.1415 -0.3295  0.059
H -0.3623 3.9779 1.4854  0.097
H -2.6066 4.5213 1.9105  0.101
H -2.6398 5.6778 0.5868  0.099
H -4.0570 4.2361 -0.5566  0.103
H -2.5222 3.5160 -0.9836  0.098
H -4.5707 2.0886 -0.1282  0.102
H -2.9159 1.5769 0.1046  0.078
H -4.2493 3.3122 2.2871  0.092
H -4.9894 1.7544 2.0215  0.100
H -2.8859 2.3247 3.7715  0.104
H -3.5352 0.7477 3.3954  0.106
H -1.2981 2.0341 1.7096  0.061
H -0.9632 1.1492 3.2804  0.120
H -1.8753 -0.8750 2.5978  0.064
H -2.6213 -0.2577 1.1389  0.123
H -1.7970 -3.7269 1.2106  -0.126
H 0.9553 -4.5052 1.1557  0.060
H 2.5876 -4.0102 0.4807  0.109
H 1.4771 -3.9672 -1.8419  0.070
H 1.6221 -5.5678 -1.1216  0.083
H -2.9793 -0.9085 -2.5438  0.136
H 3.3403 -3.1779 -1.0768  0.091
H 3.9477 -1.5161 -0.8740  0.130
H 3.4129 -2.7836 -3.2899  0.108
H 1.9464 -1.8382 -3.1034  0.116
H 3.2616 -0.1314 -4.0730  0.116
H 4.1185 -0.0349 -2.4870  0.090
H 5.6606 -0.4132 -3.8955  0.082
C 10.7090 -6.6459 -7.1262  -0.114
O 9.8194 -6.0046 -6.2403  -0.201
C 10.4505 -5.6466 -5.0212  -0.206
C 9.5988 -4.6560 -4.2532  -0.182
O 9.7503 -3.3154 -4.7037  -0.132
C 9.1109 -2.9946 -5.9346  -0.179
C 7.6074 -2.8542 -5.8103  -0.203
O 6.9855 -4.1283 -5.8470  -0.198
C 5.6461 -4.0718 -5.4027  -0.114
H 11.1167 -7.5587 -6.6765  0.087
H 10.1553 -6.9121 -8.0252  0.088
H 11.5259 -5.9713 -7.4076  0.088
H 11.4347 -5.2062 -5.2218  0.129
H 10.5756 -6.5601 -4.4233  0.126
H 9.9473 -4.6492 -3.2176  0.126
H 8.5483 -4.9521 -4.2406  0.123
H 9.3863 -3.7020 -6.7188  0.122
H 9.5152 -2.0202 -6.2193  0.125
H 7.2248 -2.2661 -6.6558  0.129
H 7.3615 -2.3429 -4.8724  0.119
H 5.6046 -3.7597 -4.3547  0.073
H 5.2216 -5.0721 -5.4851  0.087
H 5.0588 -3.3836 -6.0193  0.090
C -7.8542 6.0036 6.9709  -0.112
O -8.0204 4.8374 6.1955  -0.201
C -7.2011 4.8490 5.0375  -0.203
C -7.1212 3.4631 4.4305  -0.179
O -6.1703 2.6213 5.0725  -0.141
C -6.5520 2.1061 6.3429  -0.178
C -7.5800 0.9965 6.2561  -0.204
O -8.8836 1.5373 6.1113  -0.201
C -9.8157 0.5646 5.6948  -0.113
H -8.1052 6.8977 6.3888  0.087
H -8.5261 5.9384 7.8252  0.088
H -6.8254 6.0763 7.3420  0.088
H -6.1927 5.1964 5.2929  0.130
H -7.6507 5.5396 4.3107  0.128
H -6.7605 3.5680 3.4042  0.118
H -8.1018 2.9860 4.3822  0.124
H -6.8763 2.9053 7.0117  0.123
H -5.6373 1.6821 6.7639  0.127
H -7.5590 0.4069 7.1827  0.127
H -7.3459 0.3445 5.4055  0.129
H -9.5533 0.1807 4.7021  0.088
H -10.7934 1.0397 5.6343  0.088
H -9.8664 -0.2623 6.4120  0.087

---

| no. | E_tot (eV) |
| --- | --- |
| 1 | -95495.97737 |
| 2 | -171974.80693 |
| 3 | -79557.78430 |
| 4 | -92141.14856 |